The following is a quantum chemistry calculation of a structure of composition C37H62N5O7P3Sr in a non-equilibrium geometry, from the Open Molecules 2025 dataset.

Summary:
* molar mass: 869.5 g/mol
* 2S+1: 1
* energy relative to the best compared isomer or geometry (same formula, charge and spin): 0.434 eV
* DFT total energy: -89869.4262 eV

CARTESIAN COORDINATES (ANGSTROEM)
1 H -0.27325 -3.71560 -3.88260
2 C -2.38293 4.06856 2.71628
3 H -1.09020 -5.15365 2.75492
4 C -2.31054 2.65739 2.13504
5 H -0.92275 -3.77148 4.54872
6 O -1.69765 1.07360 -2.73884
7 H -4.26258 -4.44943 0.76604
8 H 1.26653 -0.76705 -6.15097
9 H 3.35811 -1.05602 1.61429
10 C -2.12336 -4.97817 2.45572
11 H -1.80490 1.72757 4.03268
12 C 1.91408 0.36988 3.65476
13 O -1.52955 -1.98707 -1.36230
14 H 5.72804 -1.58033 -1.80411
15 H -3.52196 -1.31253 3.32032
16 N 0.67973 -0.41782 1.68039
17 H 3.53954 -5.65707 0.00915
18 C -2.27340 -3.86294 1.41581
19 C 4.90165 -2.25518 -1.56834
20 H -1.87439 -4.22370 0.45962
21 H -1.02995 5.14690 -1.13457
22 H 2.90073 1.16392 5.36829
23 O 3.60978 1.81754 -0.67588
24 N 4.25309 0.85620 -2.60379
25 C -1.41720 -1.90365 3.51761
26 H -1.36138 -1.39295 -4.23641
27 C 2.23886 1.38279 4.53466
28 H -2.69139 -4.74095 3.35784
29 N 2.26557 0.14152 -1.48338
30 H -2.18556 4.85135 1.98396
31 H 2.32546 -0.62141 3.80983
32 H -2.43206 0.59901 2.82736
33 H 0.26540 -4.89525 1.15092
34 H -0.18725 4.57127 1.17062
35 C 0.50141 1.88530 2.42453
36 H -4.06142 -1.19219 -3.09946
37 H -2.40338 0.36950 -3.01361
38 H -3.71398 -0.44199 -4.50855
39 H -0.00768 -3.87768 -0.95428
40 H 3.09080 3.63440 5.77717
41 C 2.20335 -0.90215 -2.28361
42 N -3.30582 -0.80957 -3.65957
43 N 0.36416 -3.94074 -1.89884
44 C 0.41411 -2.76621 1.48836
45 H 5.33326 -3.18893 -1.20455
46 H -3.27991 -2.84984 4.15632
47 H 1.41049 4.57655 -0.74235
48 H 2.05655 -6.36631 0.67278
49 H 1.01746 -4.71403 -1.93155
50 C 2.61080 -1.59450 -4.65802
51 O -1.38176 1.19872 -4.96858
52 H -2.31163 4.41307 -0.16634
53 C -0.71958 -4.00696 -2.93299
54 H -0.54925 -2.30020 5.45070
55 H -4.26052 -3.25390 2.07374
56 C 2.67450 -1.89414 1.52369
57 C 2.85760 -5.64816 0.86554
58 C 0.93369 -4.03891 1.22910
59 H -1.12775 -5.01148 -3.00731
60 H 0.87917 -3.03213 -2.03821
61 H -1.47000 3.44998 -1.37824
62 H -3.87088 -2.77414 0.40781
63 C -3.75590 -3.56079 1.15352
64 C 1.05272 0.58245 2.55199
65 O 1.17870 -1.66254 -2.20404
66 H 2.06384 -2.53366 -4.55593
67 H 0.48911 3.89390 3.17329
68 P -1.34790 -2.26744 1.68030
69 H 1.85816 3.30532 0.40458
70 H 4.65069 -2.85569 -3.62680
71 C -2.30762 -1.86636 -3.95987
72 P -2.10010 -2.86705 -2.45971
73 C -1.33668 4.23026 -0.62418
74 H 0.85909 -0.31946 -4.50159
75 H -0.36260 2.30811 -3.61372
76 C 2.09525 3.78329 5.35371
77 C 4.03218 -2.50887 -2.79866
78 H 0.48861 -2.79561 4.11326
79 H 3.29459 -3.28925 -2.58916
80 C 0.88066 2.89063 3.32163
81 H 4.32108 -1.81618 -0.75425
82 H 4.98377 1.54802 -2.65888
83 H 3.42640 -1.75800 -5.36022
84 H -3.38710 4.24032 3.11806
85 P -0.78083 2.20896 1.16158
86 H -1.67930 4.18663 3.54457
87 C 4.28295 -0.16339 -3.51471
88 C -2.86759 -1.84799 4.01273
89 H -1.01470 -0.89151 3.54808
90 C 1.74514 2.67985 4.38039
91 H 4.22863 -3.32921 1.24013
92 H -2.52757 -5.91624 2.05901
93 C -1.11861 1.55044 -3.84593
94 O 5.10786 -0.20919 -4.40353
95 Sr -0.30027 -0.32400 -0.48521
96 C -0.54866 -2.74993 4.45148
97 H -2.91184 -1.33358 4.97810
98 C -0.27248 3.80959 0.39237
99 O -3.33496 -3.64930 -2.20360
100 H 2.23326 0.44434 -5.31464
101 C 2.30210 -4.26448 1.12223
102 C 1.29089 -1.65589 1.60669
103 C 1.69114 -0.49708 -5.18295
104 C 3.26356 -1.27228 -3.30372
105 H 1.02802 2.88477 -1.08360
106 H -3.53812 1.71076 3.64989
107 H 2.07890 4.76197 4.86816
108 C 3.37114 0.97781 -1.51197
109 C 1.08582 3.63575 -0.28650
110 H -2.61987 -2.52469 -4.77202
111 H -3.11869 2.53842 1.40924
112 C 3.15586 -3.17114 1.29528
113 C -2.53323 1.61073 3.22649
114 H 3.42289 -6.01784 1.72490
115 H 1.38737 3.81864 6.18818

Löwdin population analysis, charges in e, atoms 1 to 2: H 0.096; C -0.113

***

The following is a quantum chemistry calculation of a structure of composition C37H63AsN2O2Re in a non-equilibrium geometry, from the Open Molecules 2025 dataset.

Summary:
* molar mass: 829.1 g/mol
* 2S+1: 2
* charge: +2
* DFT total energy: -109421.2367 eV

CARTESIAN COORDINATES (ANGSTROEM)
1 H 3.47858 4.67369 4.31994
2 C -1.45181 1.37725 -0.61155
3 C -6.43615 -2.93109 2.87773
4 C 4.87747 0.17478 1.27431
5 C -4.91872 -4.34288 4.28165
6 H -2.11717 -3.99886 -3.28012
7 C -3.41913 -2.49551 2.47886
8 H -5.76638 -4.71415 4.85015
9 H -1.73623 0.65269 -3.18565
10 H -0.92163 -5.91687 -0.30956
11 C -3.29082 -5.63712 -1.56748
12 N -0.57108 0.53424 -1.42611
13 H -0.89276 2.24661 -0.26177
14 H 6.37157 -0.81688 3.31044
15 H -2.55065 -0.29294 0.16355
16 C -5.37353 -4.04416 2.84259
17 H -4.54211 -3.45811 4.78626
18 O 1.88238 -0.10075 1.25995
19 C 0.55883 1.25653 -2.00548
20 H -6.84607 -5.60526 2.92072
21 C -6.02376 -5.30751 2.27544
22 C -0.92183 -5.12495 -1.05343
23 C 5.59386 -0.12944 3.63425
24 C -1.34587 -0.09573 -2.48488
25 H -1.23482 1.53750 2.99629
26 H -2.76543 1.18151 1.10026
27 H -6.05075 -2.01055 3.30724
28 H 3.71050 1.97914 6.89056
29 O -0.81737 -2.31573 -0.03726
30 H 0.41007 3.65969 6.31244
31 H 1.50274 4.99287 6.63312
32 C 1.58624 -2.99387 -2.70081
33 C 3.65455 4.22645 5.29624
34 H 0.22605 2.00324 -2.73757
35 C -4.19013 -3.57222 2.02933
36 H 4.74467 -2.37222 2.54880
37 H 0.50332 -2.99540 -2.78888
38 H 4.69803 -2.16637 -0.49766
39 C -2.32236 -4.51318 -1.19025
40 H 5.31388 -0.39911 4.65022
41 H 4.27341 1.62852 4.63988
42 C 2.47720 3.32096 5.69495
43 H 5.25756 1.19375 1.29229
44 H 1.13388 1.75115 -1.22378
45 H 1.95330 -3.98612 -2.97651
46 H 4.07945 -1.07988 -1.75711
47 H -4.41273 -4.97407 0.43815
48 H 1.20685 0.53932 -2.51128
49 C 1.01484 2.07506 4.01575
50 H 2.99012 3.30438 7.79622
51 C -1.90318 -2.70939 0.59421
52 C 4.40247 -0.23022 2.67431
53 H -0.19857 -4.36135 -0.76784
54 As 2.18724 -2.56760 -0.89079
55 H -5.31743 -6.13341 2.23449
56 H -2.19023 -0.62734 -2.05463
57 C 3.91161 -1.68749 2.69242
58 H 0.96312 4.70451 4.98734
59 H -0.67698 -1.32387 2.99550
60 H -2.29079 1.74768 -1.21165
61 N -0.97122 0.10150 1.47905
62 C 1.25567 4.21567 5.91514
63 H -1.55765 -2.74682 -2.16756
64 H 3.34095 -4.19438 0.67099
65 H 4.59506 3.68710 5.26374
66 H -4.14114 -5.10311 4.28961
67 C 2.25563 2.29790 4.60698
68 C 4.02121 -2.08744 -1.34630
69 H 3.45568 -1.90184 3.65749
70 H -4.28898 -5.25662 -1.77149
71 H -3.34181 -6.40374 -0.79855
72 H 1.64361 -4.66709 0.51478
73 H 6.02922 0.86701 3.63951
74 H 3.75321 5.02344 6.02711
75 H -0.62142 -5.55690 -2.00518
76 H -0.71576 -0.78815 -3.03840
77 H 5.68330 -0.48257 0.95743
78 H -2.18013 -0.41446 3.13453
79 C -2.32201 -3.49610 -2.33886
80 H 4.06367 0.12178 0.55275
81 C -3.81474 -4.16778 0.82393
82 H 4.33565 -2.79877 -2.11633
83 Re 0.56920 -1.08440 0.38681
84 H 3.17837 -1.86103 1.90113
85 H 1.99342 1.93809 7.30262
86 C 2.81559 2.58383 7.00255
87 H 2.00811 -2.26218 -3.39388
88 H -7.26965 -3.26921 3.48662
89 H -3.29069 -3.00766 -2.41311
90 C -2.02701 0.57788 0.56020
91 H -0.42335 2.11917 1.54990
92 C 1.99230 0.57339 2.38417
93 H 2.78432 -5.02730 -0.79495
94 C 3.32662 1.52843 4.14487
95 H -6.43394 -5.13198 1.28436
96 C 0.86272 1.23489 2.92891
97 C -1.51922 -0.91427 2.41552
98 H 0.14617 2.60346 4.37269
99 H -3.69124 -1.99084 3.39390
100 H -2.93063 -6.11015 -2.47786
101 C -0.48320 1.27228 2.24076
102 C 2.51032 -4.29560 -0.03011
103 H -6.80379 -2.72191 1.87626
104 C -2.30688 -2.05280 1.79540
105 C -2.69577 -3.79320 0.10225
106 C 3.23558 0.65725 3.08222

Löwdin population analysis, charges in e, atoms 1 to 2: H 0.095; C -0.156